No. 1
HO3P2S2 | ωB97M-V/def2-TZVPD

```
8
Properties=species:S:1:pos:R:3:forces:R:3:mulliken_charge:R:1
O -0.464470 1.407837 1.715008 0.86 4.11 -0.40 -0.41
O 1.078763 0.578748 -0.763709 6.69 6.69 -1.09 -0.34
O 1.122258 -1.853043 -1.170576 -0.27 0.31 1.29 -0.69
P -0.772151 0.021512 1.806580 -1.27 -4.89 0.82 0.27
P 0.566879 -0.756175 -0.285055 -1.40 -4.87 0.26 0.39
S -2.395442 -0.621409 0.281955 -0.22 -0.12 1.17 -0.35
S -1.100099 0.224387 -1.034112 -2.99 -0.06 -1.78 -0.16
H 1.964260 0.998142 -0.550092 -1.39 -1.18 -0.27 0.29
```
Positions in Å, forces in eV/Å.

Computed properties:
Total charge   -1
Spin multiplicity   1
Relative energy (zero: lowest compared OMol25 entry of this formula, charge and spin)   81.1 kcal per mole
Kohn-Sham gap   0.2575 Ha


No. 2
C5H9GdO3 | ωB97M-V/def2-TZVPD

```
18
Properties=species:S:1:pos:R:3:forces:R:3:mulliken_spin:R:1
O 0.553186 -0.848247 1.017262 -1.65 0.50 0.15 0.05
C -0.645814 -0.406416 1.637509 1.09 -2.86 -0.95 0.44
O -1.446714 -1.348759 1.401316 -1.25 1.65 0.76 0.05
Gd -0.813446 -2.132303 -0.510466 0.71 1.03 -0.50 6.37
O -0.819516 0.122564 -1.586852 -1.39 -1.14 -0.93 0.08
C -1.592560 0.949471 -2.149189 2.18 1.35 2.92 0.00
C 1.780739 -0.142236 1.258597 1.50 1.26 0.33 0.03
H 1.860842 0.680024 0.536556 -0.13 -0.21 0.16 0.02
H 1.699816 0.280831 2.267821 0.08 -0.15 -0.30 -0.02
C 2.939436 -1.102290 1.129221 -0.11 -0.28 -0.02 -0.01
H 2.839300 -1.941131 1.831041 0.11 0.25 -0.11 0.00
H 2.998546 -1.500854 0.106713 0.12 0.11 0.19 0.00
H 3.874644 -0.568881 1.345877 -0.27 -0.17 -0.09 0.00
C -2.800856 1.464162 -1.469922 -0.73 -0.79 -0.57 0.00
H -1.103415 1.637332 -2.860072 -0.43 -0.75 -0.72 0.00
H -3.646770 1.419710 -2.173328 0.04 0.33 0.19 0.00
H -2.613476 2.521862 -1.223996 -0.02 -0.19 -0.25 0.00
H -3.063950 0.915155 -0.558088 0.16 0.05 -0.24 0.00
```
Positions in Å, forces in eV/Å.

Computed properties:
Total charge   +2
Spin multiplicity   8
Expectation value of S²   16.2880
Relative energy (zero: lowest compared OMol25 entry of this formula, charge and spin)   0.0 kcal per mole
Kohn-Sham gap (alpha / beta)   0.3390 / 0.2234 Ha


No. 3
C31H36N4O4ReSi | ωB97M-V/def2-TZVPD

```
77
Properties=species:S:1:pos:R:3:forces:R:3:mulliken_spin:R:1
Re -0.434555 1.188030 0.106124 -0.21 -0.79 0.25 2.73
C -3.846053 1.184274 -3.477126 0.05 -0.01 -0.02 0.00
O -2.476882 0.688413 -3.627327 -0.06 0.11 0.02 0.01
C -1.673717 0.842583 -2.623416 -0.16 0.16 -0.04 0.02
O -1.983755 1.359741 -1.533988 0.10 0.12 0.06 0.04
N -0.421306 0.405203 -2.856377 -0.04 -0.05 -0.01 0.00
N 0.463354 0.367397 -1.764075 0.10 -0.07 0.06 0.07
H -4.238598 1.234418 -4.484627 0.02 -0.02 -0.03 0.00
H -3.834613 2.164057 -3.011193 0.01 0.02 0.00 0.00
H -4.408985 0.474614 -2.878587 -0.01 -0.01 0.02 0.00
H -0.184628 -0.082804 -3.709356 0.01 -0.04 0.04 0.00
H 1.285585 0.932963 -1.984900 0.00 -0.05 -0.06 0.00
H 0.769519 -0.603554 -1.612839 0.08 -0.09 -0.01 -0.03
O -2.793932 4.218404 0.607192 -0.21 0.01 0.15 0.03
C -1.804116 3.572654 0.507686 0.33 -0.42 0.08 0.03
O -1.572783 2.385780 1.127083 -0.09 0.58 -0.22 0.07
C -0.616078 4.011805 -0.310527 0.40 -0.23 0.14 0.02
C -0.556102 5.304539 -0.808916 -0.03 0.09 0.02 -0.01
C 0.603801 5.708618 -1.411899 0.01 0.06 -0.07 0.02
C 1.703831 4.833068 -1.483503 0.02 0.07 0.01 -0.01
C 2.941113 5.253086 -2.030943 -0.04 0.04 -0.03 0.01
C 4.004000 4.403840 -2.075127 0.07 -0.10 0.01 -0.01
C 3.868017 3.087920 -1.582476 0.04 0.04 -0.04 0.01
C 2.683406 2.646704 -1.058805 -0.03 0.06 -0.04 0.02
C 1.575817 3.514467 -0.982723 -0.39 -0.09 -0.08 0.01
N 0.372529 3.110547 -0.429153 -0.14 0.24 -0.19 0.00
H -1.415808 5.947544 -0.682283 0.02 0.00 0.01 0.00
H 0.694322 6.707896 -1.822702 0.02 -0.03 0.04 0.00
H 3.024165 6.265366 -2.406987 -0.01 -0.02 0.03 0.00
H 4.952118 4.733849 -2.476292 0.00 -0.02 -0.01 0.00
H 4.721072 2.421906 -1.603863 -0.01 0.01 -0.01 0.00
H 2.610619 1.655786 -0.645628 0.08 -0.02 0.08 -0.01
C 1.179431 0.212833 1.018070 0.05 0.39 0.07 -0.11
Si 0.885083 -1.649299 1.091700 0.25 0.10 0.01 -0.05
C -0.850080 -1.617535 1.745481 -0.28 -0.08 0.00 0.03
N -1.636361 -0.412755 1.286580 -0.12 0.14 -0.36 -0.08
C -2.303249 0.177055 2.519377 -0.03 -0.14 -0.09 0.03
C -3.273541 -0.792886 3.176444 0.00 -0.05 -0.05 0.00
C -4.380271 -1.178546 2.199808 0.00 0.01 0.01 0.00
C -3.777356 -1.754139 0.922934 0.02 -0.03 0.06 0.01
C -2.733071 -0.818621 0.327920 0.06 -0.09 0.22 0.06
C 2.047707 -2.477297 2.257201 0.09 -0.08 0.12 0.01
C 1.584045 -3.124218 3.406421 0.04 -0.03 0.00 0.00
C 2.466035 -3.753250 4.275393 -0.06 0.02 -0.01 0.00
C 3.826003 -3.739328 4.009978 0.03 0.00 0.01 0.00
C 4.307520 -3.099491 2.874998 -0.03 0.02 -0.04 0.00
C 3.425066 -2.476282 2.006224 0.03 -0.03 0.08 0.00
C 0.962862 -2.426399 -0.612196 0.05 -0.08 -0.12 0.01
C -0.102191 -3.178569 -1.121068 -0.02 0.03 -0.10 0.00
C -0.013086 -3.818490 -2.353113 -0.02 0.03 0.02 0.00
C 1.147018 -3.716528 -3.107635 0.03 0.02 0.01 0.00
C 2.224838 -2.981753 -2.623785 -0.05 0.02 0.02 0.00
C 2.132579 -2.351427 -1.388904 0.01 -0.01 -0.03 0.00
H 2.155319 0.381033 0.556603 0.03 0.12 0.05 0.06
H 1.269964 0.555280 2.057297 0.06 -0.03 0.00 0.00
H -0.751504 -1.551547 2.830402 0.01 0.00 -0.04 0.01
H -1.407592 -2.534522 1.557236 -0.05 0.08 0.06 -0.01
H -2.853601 1.056899 2.213909 -0.01 0.09 -0.06 0.01
H -1.510370 0.489961 3.198758 0.03 0.01 -0.03 0.00
H -3.688857 -0.289958 4.050142 0.00 0.00 0.01 0.00
H -2.765380 -1.687921 3.542357 -0.02 0.03 0.03 0.00
H -4.979341 -0.293874 1.960040 0.03 -0.01 0.00 0.00
H -5.053598 -1.904946 2.652675 -0.03 0.01 0.00 0.00
H -4.546432 -1.906184 0.163925 -0.01 -0.02 -0.01 0.00
H -3.348523 -2.738727 1.125897 -0.04 0.00 -0.03 0.00
H -3.221651 0.102211 0.013189 -0.01 0.03 0.00 0.00
H -2.257483 -1.278206 -0.542427 0.03 0.02 -0.04 -0.02
H 0.523645 -3.154201 3.633932 0.03 -0.02 0.01 0.00
H 2.090618 -4.254693 5.157613 0.00 0.01 -0.01 0.00
H 4.514071 -4.226211 4.688788 -0.01 0.00 -0.02 0.00
H 5.369675 -3.090040 2.668351 -0.01 0.01 0.00 0.00
H 3.828228 -1.982227 1.127505 -0.02 -0.01 0.01 0.00
H -1.014914 -3.292154 -0.545833 0.03 -0.01 0.00 0.00
H -0.845066 -4.408904 -2.716309 0.02 0.01 0.01 0.00
H 1.220855 -4.224640 -4.060713 0.00 0.01 0.02 0.00
H 3.141351 -2.918545 -3.197313 -0.02 -0.01 0.02 0.00
H 3.000248 -1.810074 -1.020300 -0.04 -0.01 0.00 0.00
```
Positions in Å, forces in eV/Å.

Computed properties:
Total charge   +2
Spin multiplicity   4
Expectation value of S²   3.7735
Kohn-Sham gap (alpha / beta)   0.2686 / 0.2424 Ha


No. 4
C9H16N2O2 | ωB97M-V/def2-TZVPD

```
29
Properties=species:S:1:pos:R:3:forces:R:3:mulliken_charge:R:1
C 4.021259 -0.020466 0.212497 5.53 -0.25 0.31 0.38
C 3.455762 1.381206 0.100911 -0.40 1.84 1.03 -0.33
C 2.182867 1.436241 -0.306236 0.39 -1.59 -2.13 -0.08
C 1.927472 -1.069950 -0.244102 -2.24 -3.38 -1.83 0.47
C -1.836054 0.014926 0.091639 -2.72 -2.14 2.22 2.40
C -2.147319 0.306722 1.572899 4.46 -0.79 -0.34 -2.05
C -0.727958 -1.078298 0.066115 -0.35 0.22 -1.40 -2.38
C -1.608169 1.226197 -0.717624 0.39 0.91 -1.17 -1.97
C -3.159585 -0.648373 -0.487107 -2.21 -2.63 -1.05 -1.06
H 3.650707 -2.065563 0.199962 -0.96 1.88 0.52 0.35
H 3.854464 2.496427 0.362443 0.07 -3.54 -0.59 0.24
H 1.714841 2.391169 -0.690234 0.18 -1.40 0.90 0.35
H 0.513865 0.414344 -0.520766 1.61 -1.15 -1.21 0.15
H -2.108266 -0.632409 2.098115 -0.56 -0.41 0.38 0.41
H -1.238075 0.846746 2.003281 -1.27 -0.16 -0.38 0.31
H -3.025080 0.809584 1.701125 -2.25 1.48 0.55 0.62
H -0.300132 -1.277507 -1.043279 -1.73 0.73 2.74 0.44
H 0.148147 -0.808552 0.751989 -2.09 -0.34 -0.66 0.68
H -1.113250 -2.083052 0.402137 0.29 1.24 -0.20 0.57
H -1.477646 0.661656 -1.647389 1.09 1.30 -0.78 0.59
H -0.823642 1.956726 -0.356615 -0.38 -1.03 -0.63 0.37
H -2.492448 1.845274 -0.938039 0.03 -0.32 0.62 0.37
H -4.288870 -0.349204 0.227558 3.69 -0.92 -2.54 0.22
H -3.331328 -0.430757 -1.714151 0.27 -0.37 3.52 0.27
H -3.007358 -1.951481 -0.478259 -0.83 4.00 0.19 0.25
N 3.154504 -1.124168 0.312248 1.84 -0.10 -0.56 -0.12
N 1.527727 0.185074 -0.736569 -1.38 2.95 1.97 -0.18
O 5.276756 -0.290703 0.191351 -4.61 1.34 0.21 -0.62
O 1.256808 -2.141807 -0.413886 4.14 2.62 0.30 -0.63
```
Positions in Å, forces in eV/Å.

Computed properties:
Total charge   0
Spin multiplicity   1
Relative energy (zero: lowest compared OMol25 entry of this formula, charge and spin)   143.2 kcal per mole
Kohn-Sham gap   0.3560 Ha